[1]
Here is 6 unconnected molecules or ions with the total composition C36H89N5 in a non-equilibrium geometry from the OMol25 dataset. Energies are from ωB97M-V with the def2-TZVPD basis set.

- LUMO: 0.5 eV
- Molar mass: 592.1 Da
- SMILES string: CCN(CC)CC.CCN(CC)CC.CCN(CC)CC.CCN(CC)CC.CCN(CC)CC.CCCCCC
- Energy: -46206.724 eV
- HOMO energy: -0.289 hartree

Geometry as ORCA input:
```
! wB97M-V def2-TZVPD RIJCOSX def2/J DEFGRID3
* xyz 0 1
C 7.8955 3.1375 0.8062
C 6.6005 2.7142 0.1586
N 6.4018 1.2275 0.3166
C 6.0452 0.7472 1.6393
C 4.6747 1.0085 2.0970
C 5.6170 0.6710 -0.7744
C 6.3068 0.9509 -2.1642
H 8.7177 2.5285 0.2971
H 7.7842 2.8726 1.8262
H 8.2336 4.2006 0.8195
H 6.5525 2.9570 -0.7798
H 5.7404 3.2825 0.7164
H 6.6467 1.1371 2.5661
H 6.3645 -0.4081 1.5938
H 3.8357 0.8307 1.3336
H 4.4504 2.0063 2.4193
H 4.5144 0.6111 3.1029
H 4.5927 1.0114 -0.7837
H 5.6075 -0.4650 -0.6379
H 7.4047 0.7486 -2.2345
H 6.3475 1.8185 -2.5869
H 5.6658 0.5170 -2.9814
C 1.5888 -1.4299 1.4411
C 0.1218 -1.9437 1.0108
N -0.5386 -0.7914 0.2476
C -1.3993 -1.1617 -0.9154
C -2.5637 -2.0513 -0.4872
C -1.3091 0.1189 1.1437
C -1.0154 1.5337 0.7456
H 1.7526 -0.6587 2.2031
H 1.8726 -0.8408 0.3987
H 2.3630 -2.3859 1.5868
H -0.5254 -2.3483 1.5643
H 0.5345 -2.7670 0.3998
H -0.9830 -1.7469 -1.6807
H -1.8686 -0.3181 -1.4902
H -3.2980 -1.3942 0.1896
H -2.2574 -2.8972 0.0529
H -3.1597 -2.0913 -1.6415
H -0.9089 0.0898 2.1919
H -2.3141 -0.2350 1.2485
H -1.0064 1.7127 -0.2770
H -0.0311 1.5994 1.3305
H -1.6554 2.1934 1.3616
C -4.0836 4.4032 0.3716
C -5.2004 3.6857 -0.3367
N -6.0594 4.4150 -1.2768
C -6.9159 3.6661 -2.2421
C -7.9313 2.6981 -1.6363
C -6.8439 5.3797 -0.4472
C -6.8702 6.7449 -1.1146
H -3.6799 5.1727 -0.3241
H -3.4067 3.5877 0.7271
H -4.4640 4.7782 1.3302
H -5.8501 3.0627 0.4006
H -4.6249 2.9332 -0.8921
H -6.2799 2.9638 -2.7678
H -7.4479 4.2873 -2.8783
H -8.6495 3.0109 -1.0674
H -7.3287 2.0951 -0.9060
H -8.4277 2.1524 -2.6032
H -6.2918 5.6553 0.4738
H -7.7179 4.8684 -0.0685
H -6.1161 6.8681 -1.5210
H -7.0764 7.6745 -0.4601
H -7.9989 6.8263 -1.8240
C 2.0107 -0.8942 -2.8573
C 0.9483 0.1365 -3.2883
N 1.1567 0.7902 -4.6390
C 0.1348 1.2728 -5.4273
C -0.5815 2.4121 -4.7933
C 2.3760 1.6279 -4.5111
C 3.1784 1.5254 -5.7519
H 1.6415 -1.4526 -1.9906
H 2.8425 -0.2189 -2.7071
H 2.3722 -1.6246 -3.6228
H 0.6836 0.7557 -2.5636
H 0.1109 -0.6251 -3.2037
H -0.6210 0.6032 -5.4220
H 0.5824 1.4804 -6.4789
H -1.6354 2.2666 -5.1716
H -0.2166 3.4253 -4.7673
H -0.9968 2.3512 -3.6457
H 2.8297 1.4457 -3.7026
H 1.9226 2.6915 -4.3604
H 3.4725 0.4987 -5.9668
H 4.1105 2.1082 -5.6842
H 2.8015 2.0867 -6.5901
C -0.3974 -4.4209 -3.8581
C 0.5099 -4.2441 -2.7043
N 0.7981 -5.5699 -2.0003
C 2.2556 -5.7056 -1.4355
C 2.4732 -4.7185 -0.2960
C -0.2336 -6.0222 -1.0141
C -0.3147 -7.6149 -1.0963
H -1.5432 -4.6587 -3.5865
H -0.0538 -4.9928 -4.7185
H -0.5144 -3.5622 -4.2354
H 0.1646 -3.4078 -1.7878
H 1.3109 -3.8729 -3.0700
H 2.8143 -5.3382 -2.2467
H 2.4285 -6.6410 -1.0683
H 2.0120 -5.2459 0.5764
H 2.1081 -3.7798 -0.7076
H 3.4516 -4.7678 0.1016
H -1.1981 -5.8113 -1.4088
H -0.1812 -5.7023 -0.0434
H -0.9574 -8.1679 -0.3808
H 0.6160 -8.3289 -0.8320
H -0.5310 -8.1780 -2.1679
C -1.9161 -2.3811 8.7664
C -2.2187 -2.5979 7.3322
C -2.1294 -1.2459 6.5672
C -0.8412 -0.5942 6.5190
C -0.8663 0.7762 5.8592
C 0.5386 1.5255 5.7770
H -2.4079 -3.3126 9.3728
H -2.3438 -1.4272 9.0851
H -0.8470 -2.4901 9.0481
H -3.3442 -2.9025 7.0869
H -1.6110 -3.5284 7.0477
H -3.0280 -0.5476 6.8765
H -2.4567 -1.5469 5.4887
H -0.2638 -1.2289 5.9092
H -0.5373 -0.3668 7.5869
H -1.5567 1.3739 6.5201
H -1.1787 0.5300 4.8612
H 0.5760 2.0840 4.8396
H 1.3264 0.7090 5.4988
H 0.8300 2.0393 6.7716
*
```

Löwdin atomic charge list, values in e, 6 entries: number 1, C, carries -0.10; number 2, C, carries -0.23; number 3, N, carries -0.20; number 4, C, carries -0.30; number 5, C, carries -0.14; number 6, C, carries -0.23



[2]
Here is 6 unconnected molecules or ions with the total composition C36H90N6O12 in a non-equilibrium geometry from the OMol25 dataset. Energies are from ωB97M-V with the def2-TZVPD basis set.

- LUMO: 0.5 eV
- Molar mass: 799.1 Da
- SMILES string: COCCNCCOC.COCCNCCOC.COCCNCCOC.COCCNCCOC.COCCNCCOC.COCCNCCOC
- Energy: -72286.774 eV
- HOMO energy: -0.318 hartree

Geometry as ORCA input:
```
! wB97M-V def2-TZVPD RIJCOSX def2/J DEFGRID3
* xyz 0 1
C 11.4046 -13.5430 6.7672
O 11.5412 -14.4299 5.5698
C 12.2628 -15.6862 5.8917
C 13.0588 -16.3454 4.7268
N 12.3176 -16.9043 3.6045
C 11.0985 -17.5767 3.9858
C 10.2655 -17.7505 2.7643
O 8.8269 -17.8923 3.0018
C 7.9293 -17.4787 2.0361
H 10.9974 -14.1350 7.5868
H 10.5671 -12.8519 6.6721
H 12.3365 -13.0260 6.9960
H 11.6730 -16.3898 6.4793
H 13.0898 -15.3663 6.5256
H 13.8215 -16.9836 5.1730
H 13.6765 -15.5452 4.3189
H 12.9474 -17.5034 3.0901
H 10.4841 -17.1042 4.7522
H 11.3648 -18.5412 4.4181
H 10.6219 -18.5388 2.1012
H 10.3712 -16.7822 2.2752
H 7.5514 -18.3611 1.5197
H 8.1907 -16.9164 1.1396
H 7.1177 -17.0411 2.6175
C 19.4666 -11.8268 -1.9700
O 19.3944 -12.7376 -0.8565
C 18.3067 -13.5902 -0.7945
C 18.4360 -14.7016 -1.8801
N 17.2946 -15.6369 -1.8410
C 17.4313 -16.7182 -2.6724
C 16.8386 -18.0058 -1.9811
O 17.1231 -18.0888 -0.5814
C 18.4482 -18.5492 -0.1878
H 20.5278 -11.6999 -2.1840
H 18.9235 -10.9233 -1.6925
H 19.0482 -12.2438 -2.8860
H 17.3357 -13.0956 -0.7686
H 18.3149 -14.0407 0.1980
H 19.3765 -15.1461 -1.5547
H 18.6921 -14.3800 -2.8896
H 17.2274 -16.0675 -0.9298
H 18.4776 -16.9731 -2.8412
H 16.9855 -16.5018 -3.6432
H 17.0813 -18.9814 -2.4024
H 15.7655 -17.9834 -2.1710
H 19.2332 -17.8668 -0.5137
H 18.8347 -19.5165 -0.5091
H 18.4770 -18.6693 0.8952
C 25.4325 -28.0168 -0.7684
O 24.2273 -28.1694 -0.0244
C 23.5504 -26.9527 0.3051
C 24.2879 -26.2775 1.4570
N 23.7174 -24.9101 1.8174
C 22.3305 -24.9568 2.2471
C 21.9982 -23.6518 2.9514
O 22.6055 -23.3596 4.1886
C 22.5252 -24.1704 5.2168
H 25.3908 -27.1416 -1.4167
H 25.6099 -28.9764 -1.2542
H 26.2963 -27.7752 -0.1491
H 22.5609 -27.1916 0.6949
H 23.4085 -26.2769 -0.5382
H 25.3204 -25.9562 1.3202
H 24.3658 -27.0210 2.2503
H 24.0231 -24.5859 2.7238
H 22.1789 -25.7929 2.9299
H 21.7952 -25.0140 1.2994
H 20.9177 -23.6295 3.0929
H 22.2284 -22.9223 2.1749
H 22.7930 -23.6699 6.1474
H 23.0705 -25.1142 5.2263
H 21.4768 -24.4685 5.2307
C 20.9196 -21.1112 9.0823
O 19.6033 -20.6146 8.8129
C 19.4250 -19.3413 8.2050
C 17.9862 -19.1490 7.7430
N 17.6745 -17.7859 7.1340
C 18.4387 -17.5754 5.8982
C 18.2725 -16.2116 5.0899
O 16.9856 -16.1028 4.4339
C 16.8984 -15.3966 3.2102
H 20.9838 -22.1907 9.2195
H 21.1808 -20.5579 9.9844
H 21.5064 -20.9608 8.1762
H 20.1431 -19.3706 7.3856
H 19.8334 -18.5046 8.7718
H 17.3141 -19.3818 8.5690
H 17.8583 -19.9833 7.0532
H 16.7040 -17.6038 6.9214
H 18.1580 -18.4524 5.3149
H 19.4740 -17.6991 6.2160
H 19.0022 -16.2547 4.2813
H 18.7539 -15.3566 5.5646
H 17.1951 -16.1148 2.4458
H 17.6379 -14.6002 3.2939
H 15.8953 -15.0056 3.0394
C 14.3434 -24.6700 4.8312
O 14.2242 -25.1709 6.1651
C 12.8828 -25.1985 6.5993
C 12.6093 -26.0178 7.8359
N 13.2163 -25.2654 8.9970
C 13.0314 -26.1154 10.1990
C 12.9931 -25.2702 11.5050
O 13.0355 -26.1066 12.6375
C 12.2664 -25.7044 13.7411
H 15.2269 -25.0779 4.3400
H 14.4803 -23.5918 4.9130
H 13.5104 -24.9836 4.2020
H 12.2978 -25.5699 5.7579
H 12.3580 -24.2587 6.7708
H 13.1332 -26.9736 7.8297
H 11.5739 -26.3579 7.8166
H 14.2157 -25.1926 8.8707
H 13.8108 -26.8739 10.1265
H 12.1534 -26.7538 10.1003
H 12.1232 -24.6143 11.4722
H 13.9247 -24.7171 11.6247
H 11.2490 -25.9828 13.4664
H 12.2829 -24.6334 13.9430
H 12.4833 -26.2258 14.6734
C 20.9124 -20.2300 3.3928
O 19.5555 -20.2786 3.4434
C 18.9005 -21.4570 2.8279
C 17.4705 -20.9828 2.6141
N 16.8960 -20.8228 3.9960
C 15.4600 -20.7470 4.2015
C 14.8665 -19.3604 3.7183
O 14.9171 -19.4041 2.2660
C 14.6056 -18.1699 1.6384
H 21.1163 -19.2065 3.7077
H 21.2650 -20.4499 2.3851
H 21.3314 -20.9450 4.1008
H 18.9466 -22.3647 3.4296
H 19.3063 -21.6884 1.8430
H 17.0497 -21.7518 1.9663
H 17.4373 -20.0980 1.9783
H 17.2824 -19.9054 4.1664
H 15.1602 -20.8652 5.2428
H 15.0361 -21.5840 3.6468
H 15.4010 -18.4834 4.0833
H 13.7996 -19.1899 3.8628
H 13.5786 -17.8910 1.8745
H 14.8430 -18.2173 0.5756
H 15.1216 -17.2978 2.0401
*
```

Löwdin atomic charge list, values in e, 6 entries: number 1, C, carries -0.07; number 2, O, carries -0.20; number 3, C, carries -0.19; number 4, C, carries -0.19; number 5, N, carries -0.06; number 6, C, carries -0.22



[3]
Here is 9 unconnected molecules or ions with the total composition C36H91F2N7O12S2 in a non-equilibrium geometry from the OMol25 dataset. Energies are from ωB97M-V with the def2-TZVPD basis set.

- LUMO: -0.5 eV
- Molar mass: 916.3 Da
- Energy: -100906.364 eV
- HOMO energy: -0.288 hartree

Geometry as ORCA input:
```
! wB97M-V def2-TZVPD RIJCOSX def2/J DEFGRID3
* xyz 0 1
O -16.3225 -3.5893 14.1367
H -16.8160 -4.4128 13.7862
H -16.9608 -2.8555 14.2094
H -15.8573 -3.7398 15.0022
N -17.7720 -5.5601 13.1640
S -17.3991 -7.1503 13.5276
O -17.2640 -8.1013 12.4789
O -17.8067 -7.6149 14.8295
F -15.8524 -6.8852 13.8181
S -19.2893 -5.6748 13.3338
O -19.7895 -5.4560 14.6676
O -20.0666 -6.6363 12.5783
F -19.6847 -4.2832 12.6136
C -17.3594 -6.5248 9.2980
C -16.6769 -5.2519 9.7944
O -17.6026 -4.5112 10.5742
H -18.2526 -6.3375 8.7043
H -17.6574 -7.1655 10.1278
H -16.6465 -7.0916 8.6899
H -16.4231 -4.6502 8.9210
H -15.7516 -5.4964 10.3256
H -17.6647 -4.8633 11.4802
C -13.0676 -4.4873 13.7650
C -12.7920 -3.7596 15.0923
C -12.0717 -2.4467 14.6423
C -11.9879 -1.3875 15.7462
C -13.3600 -1.2187 16.3832
C -13.9558 -2.4870 16.9564
N -14.0322 -3.4530 15.8192
O -14.6751 -4.6704 16.2139
C -13.2167 -2.9403 18.2255
C -15.4387 -2.1561 17.2557
C -11.7325 -4.6264 15.8440
H -12.1448 -4.5778 13.1975
H -13.7773 -3.9029 13.1739
H -13.5399 -5.4587 13.9201
H -11.0479 -2.6510 14.3238
H -12.5151 -1.9935 13.7528
H -11.6963 -0.4016 15.3831
H -11.2596 -1.6753 16.5078
H -14.0500 -0.7978 15.6466
H -13.2757 -0.4463 17.1525
H -13.2666 -4.0165 18.4099
H -12.1806 -2.6067 18.2441
H -13.6513 -2.5386 19.1434
H -15.9749 -3.0132 17.6765
H -15.5637 -1.4721 18.0982
H -15.9778 -1.7986 16.3801
H -11.9112 -5.6940 15.9856
H -11.3493 -4.1818 16.7650
H -10.8137 -4.6554 15.2500
H -14.0427 -5.0104 16.8694
C -17.0776 -13.6248 11.8731
C -18.3339 -13.5078 10.9565
C -19.2520 -12.4161 11.5879
C -18.9076 -11.0010 11.1195
C -18.8789 -10.9419 9.5853
C -17.7762 -11.8175 9.0236
N -17.9255 -13.1570 9.5846
O -16.8842 -14.0005 9.1319
C -18.0597 -11.8727 7.5070
C -16.4227 -11.1591 9.2918
C -19.0870 -14.8353 10.9546
H -17.3630 -13.8089 12.9108
H -16.5117 -12.6973 11.8172
H -16.4977 -14.5058 11.5992
H -20.3155 -12.5372 11.3752
H -19.0605 -12.4403 12.6607
H -17.9082 -10.6634 11.4131
H -19.5939 -10.2764 11.5603
H -18.7321 -9.8898 9.3292
H -19.9083 -11.1615 9.2849
H -17.7009 -10.9827 6.9847
H -17.5029 -12.7022 7.0633
H -19.1135 -11.9791 7.2560
H -16.0299 -11.2968 10.2964
H -15.7189 -11.6334 8.6012
H -16.4199 -10.1008 9.0289
H -18.4496 -15.6706 10.6690
H -19.9491 -14.6943 10.3009
H -19.4653 -15.0175 11.9623
H -17.2963 -14.4964 8.4157
C -19.3010 -7.7567 21.0370
C -19.3722 -6.2539 20.9154
C -20.4301 -5.7027 19.9666
O -20.3979 -6.3075 18.6772
C -19.2427 -6.0687 17.9110
N -19.5344 -5.6595 22.2621
H -20.0877 -8.3433 21.5141
H -18.3574 -8.0278 21.5143
H -19.2698 -8.1709 20.0204
H -18.4296 -5.9179 20.4759
H -20.3593 -4.6223 19.8118
H -21.4231 -5.8788 20.3837
H -18.3230 -6.4097 18.3953
H -19.2669 -5.0066 17.6372
H -19.3024 -6.6181 16.9728
H -18.6301 -5.6696 22.7171
H -20.1329 -6.2580 22.8170
C -13.3525 -9.0243 14.3409
C -14.4237 -9.7478 15.1735
C -15.0221 -10.8926 14.3291
O -16.0958 -11.5990 14.9026
C -17.2820 -10.8534 15.0073
N -13.7339 -10.2471 16.3778
H -12.7381 -8.3592 14.9463
H -13.8121 -8.4209 13.5565
H -12.6933 -9.7576 13.8714
H -15.2692 -9.1123 15.4401
H -14.2605 -11.6467 14.1210
H -15.3695 -10.4554 13.3823
H -17.4249 -10.3779 15.9817
H -18.2106 -11.4057 14.8412
H -17.3028 -10.0873 14.2273
H -14.3475 -10.8199 16.9474
H -12.9923 -10.8635 16.0607
C -20.9675 -8.9609 15.7457
C -22.3320 -8.3617 16.0719
C -23.4682 -9.3053 15.7939
O -23.3454 -10.4783 16.5911
C -24.2097 -11.5140 16.1580
N -22.4168 -7.9106 17.4675
H -20.9855 -9.3202 14.7107
H -20.7237 -9.7480 16.4570
H -20.2350 -8.1556 15.7389
H -22.4776 -7.4992 15.4195
H -23.4123 -9.5337 14.7233
H -24.4068 -8.8436 16.1165
H -24.0728 -12.4149 16.7468
H -24.0573 -11.6388 15.0820
H -25.2517 -11.1859 16.2632
H -21.5914 -7.3919 17.7709
H -22.5405 -8.7554 18.0145
C -23.4152 -5.4704 13.8435
C -23.3604 -4.6123 12.5687
C -24.4531 -4.9679 11.5784
O -24.2950 -4.1372 10.4527
C -25.3052 -4.2986 9.4737
N -23.4405 -3.2400 13.0788
H -23.3180 -6.5140 13.5221
H -24.3357 -5.3126 14.4040
H -22.5007 -5.2765 14.3988
H -22.3437 -4.7788 12.2096
H -25.4157 -4.9244 12.1099
H -24.4178 -6.0253 11.2792
H -25.2132 -5.2887 9.0175
H -25.1011 -3.5006 8.7615
H -26.3061 -4.1672 9.8949
H -24.3685 -3.0445 13.4402
H -23.2923 -2.5906 12.3109
*
```

Löwdin atomic charge list, values in e, 6 entries: number 1, O, carries 0.24; number 2, H, carries 0.08; number 3, H, carries 0.17; number 4, H, carries 0.12; number 5, N, carries -0.32; number 6, S, carries 0.55